Computed, not measured: a structure of composition C21H56FN8NbO19P at a distorted geometry, with ωB97M-V/def2-TZVPD.

Values from the calculation:
- HOMO-LUMO gap: 5.740 eV
- E_LUMO: 1.3 eV
- E_HOMO: -4.41 eV
- Charge: -1

```
107
Properties=species:S:1:pos:R:3:lowdin_charge:R:1
H -4.69659 8.28851 2.72321 0.103
N -7.91675 8.82118 5.88696 -0.453
C 1.56449 -4.30866 -4.55932 -0.074
N -0.52642 -2.34370 3.96547 -0.433
C 5.87238 -4.98847 -0.08575 0.040
C 3.15895 -3.80182 -8.75332 0.041
N -6.36456 1.25073 4.04997 -0.433
H -1.28249 -0.63947 0.26481 0.069
H 3.00186 0.51908 -3.29404 0.024
H 0.43836 -3.15909 5.63019 0.097
H 11.41551 -5.99005 -1.90284 0.102
N -4.12967 4.31362 3.01998 -0.439
H -7.03839 -0.45731 3.05768 0.103
H -0.45652 -4.33821 4.62474 0.091
H -0.33134 1.10576 2.52951 0.095
H -4.28917 4.83963 5.04674 0.097
O -0.54537 -1.17742 4.29863 0.080
C 3.25146 -1.18081 -2.03252 -0.313
C -2.27787 1.32491 1.63707 -0.114
H 2.31598 -4.46632 -8.60505 0.091
H 6.25978 -4.00951 0.16434 0.097
H 1.54723 0.44712 0.51826 0.039
F 2.61977 2.85638 -2.14681 -0.148
H -0.27691 -1.04732 1.65112 0.045
O 13.18609 -7.05092 0.28145 0.051
H -2.43573 2.13029 2.35790 0.037
C -0.60355 4.30510 -1.21566 -0.145
H 5.41829 -5.46178 0.77861 0.104
O 3.42081 -3.85658 -2.96602 -0.202
H -1.18304 1.21532 -1.52675 -0.105
H 2.07829 -0.82418 -3.86001 0.000
H -1.23557 -3.31310 0.01611 0.054
C 1.28950 2.67376 -1.70281 -0.458
C -0.89638 -3.70730 -0.93787 -0.061
O 12.79409 -4.94446 0.02436 0.059
H 0.05013 1.14018 -3.79833 -0.134
O -6.99273 2.09553 3.44876 0.073
C -0.77502 1.07414 1.53611 -0.284
H 0.84542 -4.94111 -1.17789 0.109
C 0.82733 -0.21378 0.02057 -0.352
H 1.29342 -5.01083 -3.77939 0.072
O -7.25511 8.55987 1.16617 0.066
H -0.16093 5.04903 -0.55732 0.064
P 2.79634 -2.91303 -1.81064 0.490
H -9.18297 7.40938 4.98071 0.094
O 6.74377 -6.99371 -0.84340 0.056
N 2.98841 -2.61771 -7.86647 -0.443
C -5.06942 8.01714 1.73990 0.057
H -1.43348 -4.62373 -1.16124 0.062
H -7.92035 -0.04529 4.55912 0.098
O 2.00063 -2.58225 -7.16207 0.071
C 2.91478 -3.64347 -4.29607 -0.277
C 11.29706 -6.42910 -0.91724 0.044
H -1.06978 3.50723 -0.64558 0.031
H -4.65953 7.06267 1.41863 0.100
H 4.24138 -1.23673 -2.49811 0.082
C -4.94833 4.55435 4.23464 0.039
H 1.54516 -4.75888 -5.54465 0.056
O -7.67638 10.00164 6.04996 0.055
H -6.28127 -0.75965 4.65037 0.093
O -4.72668 3.98644 2.01327 0.056
O 1.20599 -3.02607 -1.84302 -0.264
H 1.24994 -1.22218 0.03978 0.007
H -0.30133 1.83434 0.92084 0.062
H 11.19394 -7.50551 -0.97923 0.094
O -6.94201 7.00851 2.63261 0.046
H 5.16160 -4.92232 -0.90365 0.076
H 3.42217 -0.75595 -1.05238 0.070
H -5.47088 3.63369 4.46432 0.050
N 7.00430 -5.85148 -0.52309 -0.440
C -0.46872 -3.34802 5.06441 0.041
N 12.52785 -6.11770 -0.13919 -0.454
C -6.94644 -0.11835 4.08496 0.049
H 2.91432 -2.59827 -4.58885 0.088
H 1.26929 2.82273 -0.61615 0.061
O -2.92518 4.45830 3.10277 0.053
H 3.63728 -4.12012 -4.95740 0.106
H -1.34896 -3.20372 5.68335 0.095
O -7.27700 7.90218 6.35693 0.062
O -5.30442 1.42608 4.62303 0.064
H -1.11820 -2.93377 -1.66467 0.039
H 0.95096 -3.70206 0.13546 0.097
C 0.62728 -3.91986 -0.87230 -0.252
H -0.20101 3.37154 -3.07428 0.035
H -2.65279 1.66592 0.67703 0.060
C 0.37956 3.79064 -2.26192 -0.322
H -8.92017 8.91467 4.05617 0.093
N -6.54537 7.85284 1.85269 -0.441
H -2.80048 0.44741 2.00939 0.064
H -0.49036 -0.93568 -2.57532 -0.123
O 3.35118 -3.40183 -0.53404 -0.293
H 10.45245 -5.98791 -0.39745 0.074
O 8.12515 -5.36977 -0.53761 0.036
Nb 0.44068 0.57149 -2.08158 1.428
H -4.86495 8.79483 1.01448 0.094
H 0.96568 4.62588 -2.65032 0.096
H 4.09173 -4.28367 -8.47656 0.098
H -5.64757 5.35309 4.00104 0.077
C -0.47254 -0.28331 0.89908 -0.337
H -9.96926 8.92647 5.50770 0.097
H 3.19806 -3.43984 -9.77601 0.096
H -1.41338 4.81343 -1.74080 0.061
H 0.79696 -3.53892 -4.57930 0.077
C -9.09383 8.48713 5.03911 0.040
O -0.54907 -2.76293 2.82571 0.060
C 2.36049 -0.29301 -2.94987 -0.408
O 3.85870 -1.77218 -7.91397 0.068
```

Computed, not measured: a cluster of 5 separate species, C21H56N4O6 in total at a distorted geometry, with ωB97M-V/def2-TZVPD.

Values from the calculation:
- HOMO-LUMO gap: 9.303 eV
- E_LUMO: 0.4 eV
- E_HOMO: -8.93 eV
- SMILES: COC[C@H](C)N.COC[C@H](C)N.COC[C@H](C)N.COCCNCCOC.CC(C)O

```
87
Properties=species:S:1:pos:R:3:lowdin_charge:R:1
H 0.31399 1.49091 -5.20634 0.090
H 0.73400 10.11608 -9.60635 0.086
H -3.05787 0.47677 0.57872 0.120
H 2.21869 -7.45398 4.62479 0.117
H -2.44908 -1.44828 0.83585 0.079
C 2.61532 6.58498 -7.42848 -0.441
N 2.43241 5.63858 -6.34545 0.037
C 1.36715 7.41178 -7.73330 -0.224
H 0.57447 6.81968 -8.19068 0.128
H 1.91434 -4.09703 3.31149 0.082
H 3.51016 7.19564 -7.30823 0.131
N -0.41761 -6.87797 6.64698 -0.060
H -5.07942 1.34729 -1.23507 0.063
H 0.23457 1.96276 3.45381 0.085
H -0.73951 -2.13650 -4.31250 0.076
C 0.22444 -1.62969 -4.35762 -0.044
C -0.38343 -0.57703 -6.59618 -0.076
H -2.89155 -3.05221 0.11747 0.089
H 1.48974 -0.41416 -5.52093 0.131
H 2.42005 6.12177 -5.45862 0.070
H 0.37262 10.11479 -7.92063 0.079
C 2.54776 4.01080 0.83117 -0.433
H -3.17381 -2.70600 1.85812 0.096
H 1.09778 -2.27198 -4.47089 0.071
H 1.25645 5.28569 -0.10912 0.066
C 0.65625 9.45666 -8.74193 -0.107
C -4.71913 -0.78918 0.01049 -0.221
H 0.53217 3.51883 1.52601 0.119
O 1.72425 8.55016 -8.48106 -0.174
H -4.57982 0.57657 2.55810 0.075
H -5.75811 -0.51445 -0.17153 0.122
H 2.25573 6.00764 0.79936 0.069
H 0.89324 7.73664 -6.80703 0.118
O 1.18210 -5.66806 4.56836 -0.172
H 4.12879 5.84368 -8.80751 0.069
C 0.33977 -7.60806 5.64645 -0.202
H -2.55658 -9.20538 7.75789 0.112
H 2.77441 4.81832 -8.75846 0.073
H 4.24262 3.16720 1.90889 0.072
H 3.99832 4.69417 2.34400 0.072
C 0.41276 -0.44925 -5.35672 -0.491
C -1.52470 -8.85965 7.69610 -0.178
H 0.44007 -1.28127 -3.34756 0.070
H 4.75599 4.50043 0.81134 0.077
O 1.86448 2.22109 2.30749 -0.209
O -4.48619 -1.88960 0.83493 -0.170
H -1.21637 -1.27705 -6.66165 0.079
H 2.82247 -4.39380 4.70238 0.083
H -4.31437 -0.90794 -0.99458 0.115
C -4.83183 1.21105 1.70838 -0.064
H -3.51431 1.46144 -1.17879 0.065
H -1.01396 -9.53854 7.01321 0.110
C 1.56965 -6.79124 5.19717 -0.297
H 2.96510 -5.49216 3.34988 0.085
H -2.49794 -8.18720 9.99461 0.079
H 2.53361 3.23466 0.06598 0.137
H -0.71902 -6.13804 6.02913 0.097
H -4.39083 2.20317 1.80502 0.070
H 3.33980 5.20381 -6.25763 0.070
C 3.95177 4.10215 1.42996 -0.067
C 3.04249 5.87424 -8.72326 -0.068
H -0.78440 0.35616 -6.99175 0.079
H 0.83646 -8.42875 6.16402 0.117
H -5.89570 1.40315 1.56924 0.080
H 1.66422 0.85482 3.86822 0.087
H -0.28871 8.92012 -8.82723 0.078
C 1.55534 3.50996 1.90172 -0.249
C -4.13993 0.58532 0.50483 -0.429
C 1.30823 1.85082 3.60485 -0.056
H -2.12183 -6.82985 7.84032 0.107
H 2.67691 6.38006 -9.61691 0.077
C -1.41271 -8.18290 10.09635 -0.115
C -1.66092 -7.46494 7.08380 -0.229
H 0.20398 -0.89157 -7.45880 0.074
H 1.66881 2.55964 4.35029 0.081
N -4.32997 1.55435 -0.59042 0.015
H -1.29834 -8.65186 11.07364 0.079
O -0.81056 -8.83445 8.97745 -0.190
H -2.38922 -7.33002 6.28412 0.116
N 2.23322 5.23974 0.14368 0.034
H 2.23962 -6.50384 6.00751 0.125
O -0.03690 0.73215 -4.73436 -0.059
C 2.24851 -4.92182 3.94090 -0.076
H -1.05401 -7.15553 10.15913 0.084
C -3.14433 -2.28761 0.85204 -0.105
H -0.22714 -7.88906 4.75890 0.125
H 1.52500 4.12219 2.80301 0.116
```

Computed, not measured: a cluster of 6 separate species, C21H57N6O15P3 in total at a distorted geometry, with ωB97M-V/def2-TZVPD.

Values from the calculation:
- HOMO-LUMO gap (spin up / spin down): 9.473 / 4.493 eV
- 2S+1: 2
- E_LUMO (spin up / spin down): -2.7 / -7.7 eV
- E_HOMO (spin up / spin down): -12.20 / -12.20 eV
- Charge: +1

```
102
Properties=species:S:1:pos:R:3:lowdin_charge:R:1
H -15.46901 10.19640 -1.42887 0.072
H -15.94894 -2.16864 -4.56052 0.024
O -12.88104 -2.77814 -8.15237 -0.246
P -15.22552 6.17872 -3.03355 0.528
O -11.36608 -2.86905 -5.94202 -0.217
H -19.84762 2.06083 -4.67962 0.083
H -14.04890 10.23999 -0.84945 0.082
H -19.37169 -0.74828 -9.36376 0.074
N -17.36936 -0.29520 -7.68808 -0.294
O -16.53035 2.44244 -2.07447 0.078
H -16.17762 -1.66912 -8.82093 0.106
O -15.33979 7.74818 -2.67145 -0.196
C -12.94712 0.44681 -7.14904 -0.232
N -16.01032 2.34958 -3.14924 -0.427
C -19.81285 2.27515 -5.74778 -0.032
H -20.81440 0.12958 -9.41229 0.099
H -10.15539 -3.74360 -7.39918 0.117
O -12.01418 -0.62449 -6.84376 -0.172
H -17.15441 8.45985 -4.56272 0.084
H -14.99457 4.53004 -5.22700 0.087
H -17.19456 5.81267 -0.45730 0.082
H -11.30727 -4.79382 -6.58821 0.115
O -16.21941 5.37083 2.34411 0.076
H -17.64080 -0.51491 -5.60705 0.050
H -19.99567 -0.82920 -7.21477 0.081
N -18.31615 -0.96974 -2.08305 -0.383
H -13.36208 7.97239 -1.77416 0.124
H -13.32179 0.88590 -5.02479 0.064
N -19.07294 1.33627 -9.21794 -0.179
H -14.71252 -1.93004 -3.36304 0.090
C -16.46755 -0.61881 -8.79112 -0.075
O -18.17785 -1.73457 -1.10946 0.085
C -20.26609 -0.12039 -6.43211 -0.046
N -19.40943 1.05601 -6.56132 -0.158
H -18.84568 3.42698 -9.43066 0.084
H -14.74750 -3.81875 -5.75315 0.124
P -12.55192 -2.13415 -6.85202 0.508
C -17.40803 6.33450 -4.54204 -0.302
N -16.92285 5.89058 1.49276 -0.449
H -12.23380 5.38606 -6.40286 0.081
H -13.25223 4.18568 -6.94764 0.052
C -9.55422 -4.17890 -5.33092 -0.057
C -17.28452 5.07038 0.33580 0.023
C -15.15341 -2.68059 -4.01909 -0.070
O -17.26049 2.42874 -7.58492 -0.254
H -13.33237 -3.66024 -4.59073 0.121
H -18.12853 5.53638 -4.72089 0.103
C -10.62508 -3.95689 -6.43898 -0.279
H -9.97187 -4.40159 -4.34904 0.073
H -9.07319 -3.21409 -5.17013 0.075
C -14.40721 8.27980 -1.73810 -0.274
H -13.69224 2.19596 -6.10789 0.050
H -17.15659 3.37438 -4.61661 0.076
C -16.84348 2.35152 -4.40729 0.036
H -16.64557 4.20931 0.13982 0.091
H -17.05794 -0.48243 -9.69717 0.073
C -19.31065 0.18154 -1.87689 0.063
C -14.49885 9.81408 -1.74624 -0.062
H -19.54836 0.55118 -2.87437 0.053
H -14.69575 7.91072 -0.75391 0.111
H -8.82939 -4.91267 -5.68349 0.076
O -14.32636 6.16254 -4.42036 -0.196
H -19.78310 0.07183 -10.84683 0.112
C -14.00121 4.94421 -5.05433 -0.284
O -17.74183 -1.01128 -3.17158 0.022
C -16.91447 -0.74077 -6.38777 -0.110
H -11.95948 1.68605 -5.62235 0.092
H -13.96267 0.08389 -7.30730 0.065
H -17.70270 1.70309 -4.23590 0.059
P -18.17159 1.25491 -7.76103 0.652
H -18.30188 4.71626 0.50219 0.102
O -17.25518 7.06090 1.42476 0.054
H -20.81227 2.63326 -5.99480 0.101
H -18.77642 7.94563 -4.59531 0.080
C -13.29457 5.13558 -6.41471 -0.037
H -15.48358 -3.49838 -3.37854 0.093
H -20.50289 3.04442 -9.34580 0.099
H -13.58402 4.30538 -4.27590 0.108
C -17.82338 7.72528 -4.11440 -0.056
H -20.24573 -0.22716 -1.49388 0.103
O -14.83726 2.29735 -3.34116 0.087
H -19.60154 2.68999 -10.80909 0.104
C -19.78325 0.17910 -9.76212 -0.081
H -19.12265 3.10488 -5.90031 0.071
H -15.58122 0.01394 -8.74475 0.082
C -14.19173 -3.18413 -5.06288 -0.275
H -15.98155 -0.23715 -6.13455 0.083
C -19.55692 2.65356 -9.72061 -0.045
H -21.32966 0.11794 -6.42125 0.111
H -16.85982 6.33850 -5.48414 0.118
O -13.77013 -2.03953 -5.77554 -0.215
H -13.90820 5.84315 -6.97229 0.081
C -12.96962 1.40238 -5.91772 -0.052
H -14.25076 10.15933 -2.74991 0.082
H -17.83108 7.89349 -3.03749 0.087
H -16.25009 2.02505 -5.26134 0.073
H -12.73647 0.97781 -8.07736 0.120
H -19.96489 -0.58744 -5.49443 0.101
H -16.73953 -1.81664 -6.38950 0.097
O -14.67428 5.37598 -1.88295 -0.237
H -18.75731 0.96045 -1.35228 0.096
O -16.72222 5.75322 -3.48810 -0.212
```

Computed, not measured: a structure of composition C21H58F3HfN3O18S2 at a distorted geometry, with ωB97M-V/def2-TZVPD.

Values from the calculation:
- HOMO-LUMO gap (spin up / spin down): 5.918 / 5.319 eV
- 2S+1: 2
- E_LUMO (spin up / spin down): 0.6 / 0.0 eV
- E_HOMO (spin up / spin down): -5.31 / -5.31 eV
- Charge: -1

```
106
Properties=species:S:1:pos:R:3:lowdin_charge:R:1
H 9.25865 4.70250 -4.12401 0.077
O -0.12642 -0.63669 4.44164 -0.221
C 0.85761 1.20444 3.17043 -0.161
H -2.68715 0.27682 1.31849 0.082
H -6.90273 -4.05418 1.72526 0.121
O -3.34201 -4.09444 -1.69362 -0.145
F 1.15612 0.05773 -1.15114 0.107
Hf -1.77960 -4.47839 -3.56408 1.929
H 3.77525 1.96453 -0.21638 0.119
F -0.84223 0.53018 -1.89069 0.136
C -5.42200 0.31522 2.23828 -0.185
H -5.58487 1.31247 2.64703 0.111
H 1.34670 -4.12147 -2.49348 0.026
N 6.46240 2.46760 -0.65931 -0.055
O -3.38662 -2.56629 1.52662 -0.058
H -0.16899 1.42891 3.45993 0.106
F 0.46839 -0.57403 -3.13385 0.186
H 5.60893 2.39229 -2.64068 0.113
H 0.93884 1.05814 2.09335 0.110
H 3.42247 4.25286 -0.03449 0.059
H 8.00898 1.31804 -1.53362 0.124
O -2.18197 -5.39323 0.14490 -0.358
C 0.03528 -2.32046 -6.11302 -0.425
C 7.78217 2.32026 -1.17002 -0.248
H 10.53525 5.09683 -3.00458 0.079
H 1.63565 -0.81019 3.17354 0.112
H 0.70877 7.05915 1.87227 0.089
H -7.49558 -0.40744 2.11636 0.101
C -0.47819 -1.92277 3.85705 -0.084
C -3.00391 0.66773 2.28542 -0.057
H 7.55202 3.36000 -3.11549 0.111
H -2.50798 -2.52578 1.14900 -0.011
O 0.12051 -6.05970 0.28616 -0.327
H 8.33288 2.54100 -0.25564 0.118
H -1.48981 -2.20584 4.14788 0.084
H 3.42944 1.21645 -1.67293 0.109
O 9.62307 3.20410 -2.60100 -0.183
N -6.23764 -2.06776 1.76863 -0.027
H 1.81226 -0.17201 4.71942 0.115
C 0.13088 -0.38847 -1.90953 -0.654
H -3.17395 1.74286 2.22811 0.089
C -7.31892 -3.10615 2.06605 -0.190
O 2.47421 -4.84006 -0.71258 -0.080
H -2.11252 0.48158 2.88446 0.067
H 2.26856 -3.96492 -0.38386 -0.005
H 1.23486 3.31201 1.84357 0.115
S -1.12755 -6.19311 -0.44897 0.184
O -4.12953 -0.17585 2.63536 -0.215
O -0.77079 -3.05395 -5.24248 -0.456
H -6.78688 -0.97393 3.46391 0.106
H 6.29477 3.46327 -0.68461 0.084
H -8.22985 -2.60932 0.37675 0.122
O -1.00035 -5.59927 -1.78906 -0.510
H 1.76749 -5.39348 -0.38017 -0.017
C 5.52280 1.91314 -1.66543 -0.178
C -6.52027 -0.78445 2.42414 -0.203
H 0.50985 4.01262 3.40180 0.121
H -5.58774 0.56437 1.19016 0.112
H 1.04459 6.67545 3.61913 0.087
C -0.30523 -0.87714 -6.61056 -0.096
C 3.45025 4.43502 -1.10880 -0.078
H 0.41097 -0.61251 -7.38847 0.066
H 4.49160 4.74009 -1.21184 0.074
H 0.11367 -2.73400 4.28098 0.082
H -3.97520 -3.41212 -1.47058 0.075
N 1.77563 2.35429 3.46496 -0.092
O 3.31230 3.14781 -1.72203 -0.210
H 5.65993 0.83517 -1.75065 0.121
H 2.12198 7.62529 2.74891 0.078
H -10.86040 -0.58640 1.47204 0.085
C 4.03610 2.02880 -1.27275 -0.215
H 1.31684 -4.21242 -4.00435 0.065
C 1.45477 6.77397 2.61406 -0.126
H -11.46248 -2.21326 1.44637 0.072
H 0.32468 -2.80296 -7.04658 0.087
H -10.54029 -1.81423 0.12085 0.081
O 0.89298 -2.86093 -0.95289 -0.318
O -1.19714 -2.75374 -2.09596 -0.461
C 8.21534 3.34270 -2.25074 -0.205
C -8.61359 -2.89209 1.35700 -0.266
H 8.06952 4.26979 -1.69635 0.114
C 2.51464 4.63356 2.92632 -0.212
C 1.14269 -0.12254 3.86074 -0.178
H -0.37058 -1.88924 2.77289 0.075
O 0.74616 -4.15228 -3.23822 -0.129
O -9.38484 -1.85751 1.93241 -0.186
H 2.77969 2.25303 3.42342 0.102
H -1.35313 -0.71418 -6.86247 0.059
H -3.03463 -4.42216 -0.84843 -0.025
H 10.70712 3.75921 -4.19687 0.081
C -10.59523 -1.60512 1.18919 -0.099
C 10.03734 4.26349 -3.50031 -0.106
O -1.60849 -7.50442 -0.52960 -0.311
O -1.09425 -1.73757 0.11901 -0.299
O 2.19308 5.71856 2.07968 -0.195
H -5.33363 -2.44289 2.01790 0.062
H 3.44384 4.12037 2.67871 0.113
H 1.00126 -2.21293 -5.61962 0.087
H -9.10183 -3.86406 1.28647 0.122
H -7.48935 -3.30112 3.12484 0.113
H -3.59959 -1.65709 1.73692 -0.020
H 2.64523 4.97552 3.95302 0.118
H -0.30642 -0.10456 -5.84165 0.048
S -0.35727 -2.07451 -1.09903 0.632
C 1.37312 3.58879 2.88873 -0.236
H 2.62922 5.14960 -1.16710 0.093
```